1.
A structure of composition C39H25F12N2O8STi, computed with wB97M-V/def2-TZVPD.

```
88
C39H25F12N2O8STi, DFT wB97M-V/def2-TZVPD
Ti 0.0144 -0.6915 0.8932
O -0.2171 -6.0822 -2.7145
C -0.1712 -4.9692 -1.9399
C -1.0946 -4.7528 -0.9194
C -1.0419 -3.5552 -0.2277
N -0.1460 -2.6235 -0.4988
C 0.7621 -2.8252 -1.4410
C 0.7870 -3.9864 -2.1982
C 1.5998 -1.5539 -1.6483
O 2.4840 -1.5253 -2.4892
O 1.1971 -0.6007 -0.9152
C -2.1001 -3.0560 0.7635
O -3.0418 -3.7853 1.0398
O -1.9153 -1.8427 1.0790
H -0.9618 -6.6319 -2.4344
H -1.8625 -5.4693 -0.6680
H 1.5107 -4.1109 -2.9857
C 6.9052 0.2056 0.8638
C 5.4321 0.4299 1.0417
C 4.8489 1.6836 0.9019
C 3.4817 1.8439 0.9592
C 2.6046 0.7545 1.1418
N 1.2489 0.8396 1.1242
C 0.5640 2.0096 0.9180
C 0.9095 2.9724 -0.0471
C 0.3206 4.2200 -0.0571
C -0.6331 4.5636 0.8913
C -1.1302 5.9665 1.0714
C -1.0991 3.5667 1.7423
C -0.5645 2.2910 1.7288
C -1.1206 1.2101 2.6562
O -0.6581 -0.0406 2.4259
C -0.7823 1.6090 4.1307
F -0.6986 0.5534 4.9306
F 0.3760 2.2753 4.2249
F -1.6931 2.4294 4.6993
C -2.6713 1.0840 2.5541
F -3.0348 0.6846 1.3311
F -3.3997 2.2035 2.7815
F -3.1294 0.1848 3.4238
C 3.2276 -0.4754 1.4974
C 4.6019 -0.6239 1.4019
C 2.3618 -1.5694 2.1161
O 1.1878 -1.8163 1.4788
C 1.9912 -1.1389 3.5703
F 2.9394 -1.4027 4.4935
F 0.8821 -1.7655 3.9710
F 1.7681 0.1738 3.6707
C 3.0131 -2.9712 2.1915
F 3.3835 -3.3969 0.9783
F 4.0933 -3.1091 2.9833
F 2.1216 -3.8611 2.6516
H 7.3283 0.9513 0.1954
H 7.0837 -0.7823 0.4460
H 7.4307 0.2677 1.8172
H 5.4736 2.5528 0.7398
H 3.0685 2.8384 0.8881
H 1.6700 2.7224 -0.7722
H 0.6288 4.9469 -0.7952
H -0.8270 6.6167 0.2535
H -0.7143 6.3585 2.0003
H -2.2142 5.9833 1.1625
H -1.8785 3.8139 2.4469
H 5.0671 -1.5748 1.6114
O -1.1869 0.3362 -0.3649
S -1.8303 -0.7027 -1.2180
C -1.2700 -0.2672 -2.8869
C -0.2584 0.6640 -3.0449
C 0.3087 0.8436 -4.2961
C -0.1485 0.1069 -5.3775
C -1.2024 -0.7817 -5.2247
C -1.7564 -0.9813 -3.9713
C -3.5289 -0.1294 -1.5262
C -3.8492 1.1431 -1.9638
C -5.1765 1.4569 -2.2047
C -6.1639 0.5001 -2.0217
C -5.8324 -0.7742 -1.5910
C -4.5090 -1.0900 -1.3402
H 0.0857 1.2129 -2.1783
H 1.1189 1.5471 -4.4211
H 0.3242 0.2109 -6.3437
H -1.5807 -1.3280 -6.0783
H -2.5674 -1.6817 -3.8287
H -3.0688 1.8759 -2.0998
H -5.4481 2.4491 -2.5369
H -7.2015 0.7516 -2.1982
H -6.6028 -1.5156 -1.4431
H -4.2229 -2.0636 -0.9718
```

* net charge: -1
* 2S+1: 1

2.
A structure of composition C39H26Cl2F12I2N3O3SY, computed with wB97M-V/def2-TZVPD.

```
89
C39H26Cl2F12I2N3O3SY, DFT wB97M-V/def2-TZVPD
Y 0.5705 -0.1165 0.9727
I -0.7133 -8.6275 0.0310
C -0.6248 -6.5838 0.6262
C -1.5910 -6.0765 1.4669
C -1.5632 -4.7414 1.8077
I -3.0890 -4.1713 3.1645
C -0.6098 -3.7957 1.3185
O -0.6492 -2.5466 1.5090
C 0.4104 -4.4346 0.5200
C 1.5305 -3.5726 0.0304
N 1.0397 -2.3954 -0.7011
C 0.0847 -2.7539 -1.7383
C -0.3193 -1.5664 -2.5624
C -0.8890 -1.7392 -3.8240
C -1.1678 -0.6229 -4.5916
C -0.8606 0.6281 -4.0807
C -0.3340 0.7027 -2.8003
N -0.0840 -0.3630 -2.0527
C 0.3934 -5.7677 0.1747
H -2.3682 -6.7212 1.8536
H 2.1077 -3.1980 0.8873
H 2.2045 -4.1771 -0.6043
H 1.8569 -1.9804 -1.1507
H 0.4830 -3.5312 -2.4203
H -0.8119 -3.1747 -1.2629
H -1.0991 -2.7309 -4.1943
H -1.6037 -0.7220 -5.5753
H -1.0378 1.5270 -4.6500
H -0.0947 1.6599 -2.3531
H 1.1840 -6.1691 -0.4489
C -5.0226 -2.3952 0.1604
C -4.0583 -1.2466 0.2158
C -3.7263 -0.5284 -0.9211
C -2.7668 0.4616 -0.8679
C -2.0518 0.7220 0.3122
N -0.8889 1.4645 0.3239
C -0.7552 2.6864 -0.2248
C -1.8479 3.4133 -0.7589
C -1.6840 4.6123 -1.4080
C -0.4224 5.1726 -1.5625
C -0.2130 6.4458 -2.3293
C 0.6394 4.5530 -0.9185
C 0.5062 3.3556 -0.2363
C 1.6503 2.8634 0.6567
O 1.8271 1.5370 0.8035
C 1.3848 3.4761 2.0654
F 1.1025 4.8033 2.0628
F 0.3499 2.8793 2.6438
F 2.4325 3.3468 2.8992
C 3.0396 3.4258 0.2206
F 3.2842 4.7263 0.5125
F 4.0313 2.7504 0.8077
F 3.2649 3.3186 -1.1037
C -2.4616 0.0526 1.5022
C -3.4494 -0.9100 1.4231
C -1.7263 0.4314 2.8028
O -0.3823 0.3604 2.7372
C -2.0664 -0.4262 4.0560
F -1.6184 0.1725 5.1767
F -3.3718 -0.6781 4.3237
F -1.4489 -1.5994 4.0086
C -2.2913 1.8511 3.1834
F -1.6946 2.4534 4.2148
F -2.3129 2.7468 2.1926
F -3.6001 1.7335 3.5457
H -5.6586 -2.3356 -0.7223
H -4.4668 -3.3329 0.1128
H -5.6447 -2.4229 1.0524
H -4.2007 -0.7615 -1.8690
H -2.5044 1.0044 -1.7655
H -2.8403 3.0104 -0.6202
H -2.5486 5.1308 -1.8073
H -0.9992 6.5817 -3.0691
H -0.2209 7.3068 -1.6597
H 0.7455 6.4281 -2.8430
H 1.5970 5.0480 -0.9559
H -3.7691 -1.4460 2.2995
Cl 2.6784 0.1540 -1.3596
C 4.2044 -0.1084 -0.5780
C 5.3315 0.2259 -1.3079
C 6.5964 -0.0074 -0.8016
C 6.7196 -0.5825 0.4535
C 5.5869 -0.8893 1.1745
Cl 5.7945 -1.6202 2.7159
C 4.2707 -0.6584 0.7169
S 2.9547 -1.1053 1.7457
H 5.2042 0.6647 -2.2858
H 7.4741 0.2431 -1.3769
H 7.6888 -0.7979 0.8789
```

* net charge: -2
* 2S+1: 1

3.
A structure of composition C39H26Co2F3O6P, computed with wB97M-V/def2-TZVPD.

```
77
C39H26Co2F3O6P, DFT wB97M-V/def2-TZVPD
F 1.7481 -3.4180 0.9381
C 1.7971 -2.1696 0.3979
F 2.8396 -1.5288 1.0281
F 2.1984 -2.3061 -0.9138
C 0.4712 -1.4466 0.5538
C 0.4889 -0.0527 0.5592
C -0.6566 0.6672 0.8051
C -1.8967 0.0403 1.2764
O -2.8306 0.6661 1.8455
C -1.9021 -1.4028 1.0119
C -0.7475 -2.1150 0.7300
H 1.4283 0.4647 0.3658
H -0.6754 1.7527 0.7514
H -2.8541 -1.9278 1.1085
H -0.8303 -3.1955 0.6192
O -5.9434 -0.4887 1.9074
C -6.2771 0.1127 2.8500
Co -6.6459 1.0188 4.3081
C -6.9713 -0.5609 5.0195
O -7.0939 -1.6754 5.3117
C -5.2241 1.4226 5.2817
O -4.2489 1.6418 5.8669
C -7.1357 2.8977 3.4215
C -6.3707 3.0361 2.2414
C -5.0608 2.9927 1.8610
C -4.5799 3.5343 0.5898
C -3.5336 4.4868 0.5824
C -3.0862 5.0512 -0.6170
C -3.6114 4.5998 -1.8407
C -4.6705 3.6857 -1.8511
C -5.1939 3.2251 -0.6444
Co -7.9878 2.1857 1.9941
C -7.8426 1.4088 0.4196
O -7.9217 0.7331 -0.5280
C -9.0573 0.9395 2.6651
O -9.8294 0.1130 2.9232
P -9.5304 3.5255 1.4689
C -9.9917 3.4715 -0.3085
C -9.9385 4.6014 -1.1420
C -10.2565 4.4643 -2.5018
C -10.6244 3.2169 -3.0210
C -10.7148 2.1024 -2.1781
C -10.4270 2.2346 -0.8197
C -11.1559 3.2527 2.2770
C -12.3698 3.3954 1.5840
C -13.5765 3.1865 2.2598
C -13.5760 2.9012 3.6256
C -12.3705 2.8253 4.3288
C -11.1607 2.9897 3.6574
C -9.1431 5.2733 1.8541
C -9.9778 6.0378 2.6873
C -9.7191 7.3994 2.8503
C -8.6356 7.9869 2.1962
C -7.7656 7.2128 1.4187
C -7.9869 5.8367 1.2897
H -7.5386 3.8159 3.9002
H -4.3027 2.6142 2.5564
H -3.1370 4.8283 1.5502
H -2.3098 5.8236 -0.5907
H -3.2384 4.9995 -2.7818
H -5.0905 3.3368 -2.7965
H -6.0913 2.6063 -0.6326
H -9.6607 5.5765 -0.7316
H -10.1908 5.3411 -3.1522
H -10.8381 3.1055 -4.0869
H -11.0054 1.1232 -2.5683
H -10.5556 1.3709 -0.1560
H -12.3791 3.6554 0.5259
H -14.5104 3.2439 1.6989
H -14.5180 2.7462 4.1488
H -12.3595 2.6229 5.3989
H -10.2163 2.9283 4.2077
H -10.8208 5.5618 3.1886
H -10.3630 7.9801 3.5094
H -8.4635 9.0579 2.2989
H -6.9209 7.6678 0.9070
H -7.2550 5.2026 0.7854
```

* net charge: 0
* 2S+1: 1

4.
A cluster of 3 separate species, C39H26FNO6 in total, computed with wB97M-V/def2-TZVPD.

```
73
C39H26FNO6, DFT wB97M-V/def2-TZVPD
O -3.9102 1.1455 3.0191
C -3.0315 1.9518 2.9022
C -1.9284 2.2641 3.8527
C -1.4430 1.5478 4.9298
C -0.3772 2.0983 5.6279
C 0.1617 3.3363 5.2601
C -0.3362 4.0474 4.1764
C -1.3837 3.4809 3.4765
C -2.1085 3.9525 2.2618
O -2.0861 5.0512 1.7798
N -2.9247 2.8732 1.8093
C -2.6271 2.3024 0.4845
C -1.6374 1.1457 0.5269
C -1.2552 0.6726 -0.8649
F -0.1818 1.4173 -1.3532
H -1.8751 0.5928 5.1950
H 0.0402 1.5684 6.4731
H 0.9865 3.7460 5.8282
H 0.0730 5.0044 3.8834
H -3.5653 1.9877 0.0250
H -2.2212 3.1089 -0.1269
H -2.0400 0.2884 1.0710
H -0.7328 1.4612 1.0552
H -0.9491 -0.3703 -0.8119
H -2.1028 0.7689 -1.5459
C 7.2839 -0.3354 2.0561
C 8.4047 0.2097 1.4385
C 8.2572 1.1752 0.4576
C 6.9868 1.5948 0.0831
C 5.8614 1.0362 0.6915
C 6.0157 0.0760 1.6838
C 4.4846 1.4416 0.2846
O 3.5086 0.9633 0.8229
C 4.3508 2.4495 -0.8051
C 3.0806 2.8087 -1.2378
C 2.9337 3.7535 -2.2391
C 4.0545 4.3485 -2.8081
C 5.3233 3.9909 -2.3843
C 5.4772 3.0363 -1.3868
C 6.8524 2.6482 -0.9643
O 7.8315 3.1680 -1.4560
H 7.4022 -1.0852 2.8272
H 9.3946 -0.1199 1.7251
H 9.1205 1.6106 -0.0263
H 5.1364 -0.3429 2.1533
H 2.2127 2.3416 -0.7922
H 1.9429 4.0266 -2.5773
H 3.9367 5.0904 -3.5869
H 6.2023 4.4436 -2.8218
C -5.8981 -2.8870 0.8707
C -6.7725 -3.9061 0.5084
C -6.4738 -4.7333 -0.5612
C -5.3012 -4.5401 -1.2807
C -4.4307 -3.5073 -0.9273
C -4.7304 -2.6880 0.1547
C -3.1845 -3.2543 -1.7029
O -2.4261 -2.3599 -1.3882
C -2.9034 -4.1252 -2.8773
C -1.7725 -3.8782 -3.6460
C -1.4883 -4.6845 -4.7348
C -2.3287 -5.7448 -5.0568
C -3.4588 -5.9933 -4.2964
C -3.7543 -5.1816 -3.2086
C -4.9909 -5.4512 -2.4193
O -5.7206 -6.3786 -2.6968
H -6.1296 -2.2454 1.7106
H -7.6890 -4.0547 1.0639
H -7.1437 -5.5318 -0.8485
H -4.0458 -1.8964 0.4264
H -1.1243 -3.0535 -3.3839
H -0.6095 -4.4888 -5.3348
H -2.1013 -6.3767 -5.9051
H -4.1213 -6.8125 -4.5389
```

* net charge: 0
* SMILES: O=C1c2ccccc2C(=O)c2ccccc21.O=C1c2ccccc2C(=O)c2ccccc21.O=C1c2ccccc2C(=O)N1CCCF
* 2S+1: 1

5.
A structure of composition C39H28Cl4InN3O4, computed with wB97M-V/def2-TZVPD.

```
79
C39H28Cl4InN3O4, DFT wB97M-V/def2-TZVPD
In 0.2639 -0.7154 0.5765
C 0.4595 -5.1406 1.6340
C -0.8960 -5.4190 1.7331
C -1.8168 -4.4940 1.2814
C -1.3668 -3.2929 0.7368
N -0.0553 -3.0367 0.6607
C 0.8318 -3.9244 1.0958
C -2.2812 -2.2368 0.2299
C -3.5839 -2.5524 -0.1557
C -4.4221 -1.5698 -0.6535
C -3.9569 -0.2707 -0.7870
C -2.6527 0.0361 -0.4266
C -1.8079 -0.9310 0.0950
H 1.2081 -5.8383 1.9778
H -1.2324 -6.3493 2.1712
H -2.8748 -4.6831 1.3773
H 1.8726 -3.6360 0.9953
H -3.9435 -3.5707 -0.0938
H -5.4313 -1.8215 -0.9517
H -4.6061 0.4986 -1.1838
H -2.2923 1.0489 -0.5737
Cl 1.1113 2.1062 0.3058
C 1.4640 2.8294 1.8566
C 2.7513 3.2765 2.0716
C 3.0753 3.8611 3.2864
C 2.0897 4.0124 4.2437
C 0.7958 3.5821 4.0020
Cl -0.3943 3.9132 5.2241
C 0.4371 2.9373 2.8090
N -0.8240 2.4718 2.5256
C -1.8123 2.0136 3.4347
C -3.0949 2.5322 3.2968
C -4.1215 2.1078 4.1211
C -3.8627 1.1699 5.1071
C -2.5870 0.6468 5.2379
C -1.5463 1.0406 4.4045
C -0.2082 0.3570 4.5203
C -0.0005 -0.5026 3.2848
O -0.7583 -1.4318 3.0440
O 0.9471 -0.1338 2.4748
H 3.4889 3.1497 1.2931
H 4.0805 4.2049 3.4776
H 2.3020 4.4881 5.1901
H -1.0159 2.3099 1.5498
H -3.2681 3.2909 2.5445
H -5.1144 2.5194 4.0016
H -4.6524 0.8369 5.7663
H -2.3919 -0.1074 5.9889
H -0.2299 -0.3028 5.3874
H 0.6165 1.0588 4.6371
Cl 1.9314 2.1557 -3.2053
C 0.5377 1.4235 -3.9346
C -0.7062 1.7862 -3.4470
C -1.8575 1.2714 -4.0122
C -1.7585 0.3872 -5.0740
C -0.5113 0.0138 -5.5306
Cl -0.4077 -1.1173 -6.8509
C 0.6830 0.5015 -4.9772
N 1.8979 0.0759 -5.4814
C 3.0874 -0.1420 -4.7496
C 4.2713 0.4062 -5.2362
C 5.4620 0.2327 -4.5578
C 5.4750 -0.4691 -3.3610
C 4.3029 -1.0252 -2.8812
C 3.1033 -0.9002 -3.5771
C 1.8710 -1.5948 -3.0485
C 1.3909 -0.9629 -1.7639
O 0.4299 -0.1770 -1.7794
O 1.9612 -1.2794 -0.6630
H -0.7525 2.4804 -2.6209
H -2.8270 1.5562 -3.6306
H -2.6378 -0.0288 -5.5431
H 1.8927 -0.2305 -6.4396
H 4.2334 0.9985 -6.1405
H 6.3725 0.6667 -4.9483
H 6.3963 -0.5891 -2.8077
H 4.3052 -1.5842 -1.9545
H 2.1077 -2.6414 -2.8457
H 1.0529 -1.5533 -3.7645
```

* net charge: 0
* 2S+1: 1

6.
A structure of composition C39H28I2N6NaO5PSe2, computed with wB97M-V/def2-TZVPD.

```
84
C39H28I2N6NaO5PSe2, DFT wB97M-V/def2-TZVPD
Na -0.9864 -0.0989 -0.2424
I -4.9791 1.4943 -3.0559
C -3.5152 0.1755 -3.7424
C -3.5312 -0.2213 -5.0803
C -2.5783 -1.0751 -5.5669
I -2.6836 -1.6164 -7.5898
C -1.5508 -1.5709 -4.7176
C -0.5297 -2.4549 -5.1333
C 0.4091 -2.8771 -4.2387
C 0.3411 -2.4174 -2.9107
N -0.5844 -1.5951 -2.4935
C -1.5307 -1.1649 -3.3600
C -2.5467 -0.2482 -2.8023
O -2.5312 0.1078 -1.6038
H -4.3078 0.1528 -5.7342
H -0.5064 -2.7923 -6.1618
H 1.1958 -3.5600 -4.5350
H 1.0604 -2.7406 -2.1640
C -4.3857 -0.5046 1.5961
C -3.2562 0.2320 2.2252
N -2.1688 0.6156 1.6034
C -1.4197 1.2992 2.5366
C -2.0757 1.3355 3.7405
N -3.2350 0.6470 3.5171
C -1.8312 1.9463 5.0966
O -0.7892 2.6496 5.1999
O -2.7088 1.7336 5.9477
C -0.1060 1.8561 2.1273
O 0.5391 2.5750 3.0175
O 0.3265 1.6494 1.0085
H -4.0717 -0.8301 0.6066
H -5.2606 0.1413 1.4926
H -4.6678 -1.3817 2.1815
H -3.9112 0.5101 4.2522
H 0.0367 2.5940 3.9054
Se 1.3423 -2.1574 0.7670
P -0.3138 -3.4563 1.2248
Se -2.1609 -3.2869 0.1587
C 0.2340 -5.2131 1.1667
C 1.4432 -5.5807 0.5967
C 1.8153 -6.9207 0.5374
C 0.9834 -7.8973 1.0602
C -0.2294 -7.5332 1.6382
C -0.6033 -6.2013 1.6835
C -0.6096 -3.2565 3.0287
C -1.7861 -2.6979 3.5053
C -1.9491 -2.4557 4.8652
C -0.9455 -2.7960 5.7572
C 0.2297 -3.3737 5.2865
C 0.4001 -3.5903 3.9299
H 2.0906 -4.8015 0.2107
H 2.7599 -7.1964 0.0841
H 1.2730 -8.9409 1.0170
H -0.8860 -8.2913 2.0478
H -1.5576 -5.9156 2.1108
H -2.5611 -2.4427 2.7921
H -2.8562 -1.9850 5.2239
H -1.0680 -2.5964 6.8146
H 1.0227 -3.6322 5.9777
H 1.3328 -3.9968 3.5557
N 2.3214 5.9302 -1.9153
C 3.3828 6.8052 -1.8584
C 3.4663 8.1924 -1.8827
C 4.7334 8.7422 -1.8083
C 5.8771 7.9337 -1.7160
C 5.7821 6.5551 -1.6945
C 4.5136 5.9830 -1.7657
N 4.1414 4.6500 -1.7588
C 2.8383 4.6603 -1.8441
C 1.9748 3.4680 -1.8678
C 2.5430 2.2069 -1.7653
C 1.7044 1.1042 -1.7753
N 0.3843 1.1893 -1.9022
C -0.1560 2.3985 -2.0013
C 0.5937 3.5628 -1.9838
H 1.3462 6.1640 -1.9478
H 2.5848 8.8170 -1.9490
H 4.8452 9.8189 -1.8174
H 6.8507 8.4030 -1.6555
H 6.6588 5.9258 -1.6186
H 3.6121 2.0998 -1.6525
H 2.1016 0.1011 -1.6614
H -1.2383 2.4256 -2.0766
H 0.0779 4.5131 -2.0441
```

* net charge: -2
* 2S+1: 1

Record-wise E_HOMO values, in eV: -4.505 -2.097 -5.317 -9.749 -7.856 -2.487
Record-wise LUMO values, in eV: 2.2 3.4 -2.9 -1.1 0.2 3.3
Record-wise Kohn-Sham gap values, in eV: 6.71 5.49 2.40 8.66 8.08 5.81